w.
Molecular formula: C4H6N2
Method: DFT, ωB97M-V/def2-TZVPD

Element x y z (Å)
N: 1.52 -0.69 -0.93
C: 0.47 -0.23 -1.53
C: 0.36 -1.03 -0.19
C: 0.05 -0.34 1.09
N: 0.09 1.08 1.13
C: -1.14 0.69 1.17
H: 2.53 -0.73 -0.99
H: -2.51 1.15 -1.66
H: 0.03 -2.07 -0.25
H: 0.33 -0.86 2.01
H: 0.68 1.90 1.08
H: -2.42 1.12 -0.92

Results
highest occupied orbital energy	-8.909	eV
E_LUMO	0.85	eV
charge	0

x.
Molecular formula: C4H6N2
Method: DFT, ωB97M-V/def2-TZVPD

Element x y z (Å)
N: 1.82 0.65 -0.82
C: 2.21 -0.42 -0.49
C: 0.65 -0.23 0.58
C: -0.40 0.88 0.47
C: -1.12 -0.09 -0.49
N: -0.27 -1.14 0.08
H: 1.22 -0.42 1.48
H: -0.93 0.98 1.42
H: -0.10 1.86 0.10
H: -0.89 0.13 -1.54
H: -2.19 -0.24 -0.35
H: 0.02 -1.97 -0.43

Results
highest occupied orbital energy	-9.882	eV
E_LUMO	1.00	eV
charge	0

y.
Molecular formula: C4H6N2
Method: DFT, ωB97M-V/def2-TZVPD

Element x y z (Å)
C: -1.72 -0.31 0.10
C: -0.27 0.06 -0.05
C: 0.75 -0.79 -0.38
N: 1.91 -0.09 -0.26
N: 1.71 1.17 0.16
C: 0.39 1.28 0.25
H: -2.35 0.07 -0.71
H: -1.83 -1.39 0.14
H: -2.11 0.09 1.05
H: 0.74 -1.81 -0.76
H: 2.82 -0.50 -0.07
H: -0.04 2.23 0.54

Results
highest occupied orbital energy	-9.102	eV
E_LUMO	1.04	eV
charge	0

The structure with the greatest stability is y.

w.
Molecular formula: C32H62O17S7
Method: DFT, ωB97M-V/def2-TZVPD

Element x y z (Å)
C: -5.96 -27.02 11.56
C: -6.18 -28.13 10.51
C: -5.82 -27.74 9.13
O: -4.75 -28.56 8.57
C: -4.36 -29.31 9.56
O: -3.45 -30.16 9.48
O: -5.02 -29.15 10.67
H: -6.32 -27.41 12.50
H: -6.51 -26.25 11.07
H: -4.90 -26.82 11.85
H: -7.22 -28.55 10.73
H: -5.61 -26.71 9.04
H: -6.70 -27.84 8.47
C: -11.10 -26.51 10.71
C: -12.35 -27.16 10.16
C: -11.79 -27.90 9.04
S: -10.72 -26.90 8.23
O: -11.41 -26.19 7.19
O: -9.50 -27.72 7.97
C: -10.29 -25.85 9.60
H: -10.31 -27.21 10.95
H: -11.47 -25.67 11.38
H: -12.97 -26.38 9.79
H: -12.98 -27.69 10.81
H: -12.59 -28.30 8.55
H: -11.25 -28.76 9.45
H: -10.62 -24.91 9.36
H: -9.39 -25.81 9.86
C: -9.76 -25.72 16.35
C: -8.67 -26.86 16.38
C: -7.38 -25.83 16.23
S: -7.91 -24.86 14.84
O: -7.53 -25.64 13.66
O: -7.24 -23.55 15.05
C: -9.61 -24.85 15.19
H: -9.93 -25.12 17.34
H: -10.72 -26.20 16.15
H: -8.79 -27.61 15.50
H: -8.70 -27.52 17.16
H: -6.54 -26.57 16.07
H: -7.14 -25.39 17.15
H: -10.29 -25.16 14.23
H: -10.16 -23.76 15.37
C: -5.64 -29.72 14.48
C: -6.79 -30.15 13.53
C: -7.45 -31.45 14.15
S: -7.34 -31.16 15.88
O: -6.71 -32.35 16.52
O: -8.58 -30.62 16.37
C: -6.11 -29.89 15.84
H: -5.38 -28.83 14.52
H: -4.70 -30.28 14.53
H: -6.46 -30.21 12.56
H: -7.51 -29.48 13.60
H: -7.06 -32.38 13.87
H: -8.53 -31.66 14.01
H: -5.25 -30.31 16.58
H: -6.28 -28.85 16.30
C: -6.22 -28.57 5.52
C: -6.59 -28.29 4.04
C: -5.35 -27.85 3.31
S: -3.93 -28.39 4.32
O: -3.26 -27.29 4.93
O: -3.23 -29.29 3.52
C: -4.83 -29.24 5.56
H: -6.90 -29.08 5.87
H: -6.13 -27.60 6.16
H: -7.26 -27.47 4.18
H: -6.97 -29.27 3.66
H: -5.24 -26.72 3.49
H: -5.40 -28.03 2.18
H: -4.12 -29.13 6.49
H: -4.85 -30.25 5.37
C: -7.63 -33.05 8.62
C: -9.05 -33.09 8.21
C: -9.85 -32.60 9.32
S: -8.81 -31.59 10.31
O: -8.68 -32.40 11.49
O: -9.36 -30.15 10.35
C: -7.38 -31.62 9.30
H: -6.82 -33.23 7.47
H: -7.55 -33.87 9.28
H: -9.51 -34.21 7.81
H: -9.24 -32.72 7.20
H: -10.37 -33.31 10.08
H: -10.56 -31.89 8.73
H: -6.49 -31.71 9.73
H: -7.47 -30.80 8.48
C: -7.52 -22.66 11.23
C: -8.96 -22.60 10.63
C: -9.28 -21.14 10.27
S: -8.65 -20.27 11.62
O: -9.67 -20.30 12.54
O: -7.96 -19.05 11.31
C: -7.44 -21.38 12.10
H: -6.57 -22.54 10.72
H: -7.34 -23.65 11.77
H: -9.29 -23.41 11.42
H: -9.24 -23.21 9.74
H: -10.43 -20.94 10.11
H: -8.71 -20.60 9.49
H: -7.64 -21.55 13.09
H: -6.42 -20.78 12.11
C: -8.93 -23.65 5.70
C: -8.08 -24.85 5.06
C: -6.60 -24.55 5.24
S: -6.53 -23.59 6.70
O: -5.28 -22.88 6.54
O: -6.81 -24.46 7.84
C: -7.92 -22.63 6.37
H: -9.60 -24.13 6.51
H: -9.64 -23.07 5.11
H: -8.50 -24.84 4.06
H: -8.25 -25.94 5.45
H: -6.30 -24.00 4.52
H: -5.90 -25.57 5.19
H: -7.34 -21.95 5.73
H: -7.99 -22.09 7.30

Results
highest occupied orbital energy	-10.292	eV
E_LUMO	-0.17	eV
charge	0

x.
Molecular formula: C32H62O17S7
Method: DFT, ωB97M-V/def2-TZVPD

Element x y z (Å)
C: 29.46 14.20 38.02
C: 29.58 14.50 36.64
C: 29.64 16.01 36.00
O: 30.92 16.07 35.62
C: 31.58 14.89 35.58
O: 32.70 14.76 35.25
O: 30.88 13.98 36.10
H: 29.50 13.12 38.09
H: 28.70 14.47 38.41
H: 30.37 14.49 38.51
H: 28.72 13.94 36.01
H: 29.59 16.53 36.81
H: 28.84 16.16 35.44
C: 24.47 13.90 37.52
C: 23.55 15.13 37.37
C: 24.43 16.34 37.70
S: 26.00 15.91 37.11
O: 27.12 16.50 37.90
O: 26.08 15.90 35.67
C: 25.86 14.29 37.63
H: 24.34 13.27 36.67
H: 24.01 13.27 38.32
H: 22.75 15.03 37.92
H: 23.26 15.34 36.49
H: 24.58 16.47 38.66
H: 24.27 17.25 37.24
H: 26.28 14.33 38.60
H: 26.40 13.73 36.97
C: 31.26 19.29 36.44
C: 32.46 19.69 35.73
C: 33.48 20.26 36.68
S: 33.22 19.51 38.24
O: 32.76 20.49 39.11
O: 34.22 18.66 38.66
C: 31.86 18.64 37.61
H: 30.39 18.59 35.98
H: 30.62 20.12 36.75
H: 32.29 20.57 35.00
H: 32.90 18.84 35.35
H: 33.21 21.36 36.78
H: 34.50 20.09 36.43
H: 31.22 18.60 38.46
H: 32.24 17.64 37.44
C: 28.16 19.40 32.87
C: 27.72 19.95 31.53
C: 29.06 20.41 30.92
S: 30.42 19.60 31.56
O: 31.14 20.71 32.17
O: 31.02 18.85 30.54
C: 29.43 18.62 32.74
H: 27.42 18.71 33.28
H: 28.21 20.20 33.61
H: 26.96 20.79 31.54
H: 27.31 19.11 31.08
H: 29.06 21.59 30.96
H: 29.04 20.28 29.76
H: 29.86 18.32 33.66
H: 29.28 17.60 32.25
C: 35.52 18.40 32.14
C: 35.97 17.64 33.45
C: 34.79 16.75 33.97
S: 33.65 16.62 32.59
O: 32.50 17.38 32.94
O: 33.39 15.23 32.24
C: 34.70 17.30 31.33
H: 36.42 18.68 31.47
H: 34.89 19.18 32.40
H: 36.37 18.24 34.24
H: 36.85 17.02 33.28
H: 34.43 17.10 34.83
H: 35.22 15.72 34.32
H: 34.05 17.67 30.56
H: 35.17 16.43 31.16
C: 30.90 8.75 34.71
C: 32.30 8.40 35.35
C: 32.34 9.24 36.68
S: 31.49 10.76 36.39
O: 32.50 11.76 36.06
O: 30.60 11.04 37.48
C: 30.57 10.25 34.95
H: 30.08 8.16 35.06
H: 30.89 8.37 33.76
H: 33.09 8.66 34.80
H: 32.36 7.22 35.57
H: 33.36 9.35 36.95
H: 31.61 8.92 37.45
H: 31.04 10.76 34.00
H: 29.49 10.26 35.26
C: 28.50 14.72 32.24
C: 29.23 13.38 32.59
C: 28.14 12.34 32.33
S: 26.86 12.98 33.29
O: 27.25 12.98 34.68
O: 25.60 12.40 32.88
C: 27.06 14.60 32.65
H: 28.54 15.08 31.27
H: 29.03 15.31 32.98
H: 29.57 13.22 33.73
H: 29.96 13.36 32.03
H: 28.30 11.17 32.51
H: 27.77 12.26 31.41
H: 26.71 15.30 33.40
H: 26.41 15.07 31.86
C: 27.18 8.60 39.16
C: 28.03 9.24 38.07
C: 27.30 10.63 37.76
S: 25.54 10.40 38.18
O: 24.77 10.55 36.99
O: 25.20 11.22 39.28
C: 25.66 8.72 38.62
H: 27.16 9.07 40.15
H: 27.26 7.61 39.17
H: 28.35 8.68 37.21
H: 28.96 9.57 38.64
H: 27.34 10.69 36.80
H: 27.75 11.49 38.21
H: 25.47 8.39 37.61
H: 24.97 8.40 39.28

Results
highest occupied orbital energy	-9.854	eV
E_LUMO	0.12	eV
charge	0

The structure with the greatest stability is x.

w.
Molecular formula: CH2O3P2
Method: DFT, ωB97M-V/def2-TZVPD

Element x y z (Å)
C: 2.60 -0.29 -0.62
O: 2.04 -1.21 -1.02
O: 3.73 2.12 0.10
O: 1.33 0.99 -0.19
P: 2.96 1.55 -0.99
P: -0.31 0.69 -0.33
H: -0.42 -0.19 0.79
H: 0.01 -0.63 -1.01

Results
highest occupied orbital energy	-9.765	eV
E_LUMO	-1.05	eV
charge	0

x.
Molecular formula: CH2O3P2
Method: DFT, ωB97M-V/def2-TZVPD

Element x y z (Å)
C: 0.87 -0.81 -0.14
O: 2.02 -0.59 0.08
O: -0.49 -1.45 -2.43
O: -0.26 -0.14 0.46
P: -0.39 -1.88 -1.06
P: -0.11 1.37 1.21
H: -1.44 1.28 1.77
H: -0.20 2.21 0.10

Results
highest occupied orbital energy	-9.711	eV
E_LUMO	-0.78	eV
charge	0

The structure with the greatest stability is x.